Here is C28H55CaN4P2SSi2 as an isolated structure from OMol25. Energies are from ωB97M-V/def2-TZVPD.

Last column: Mulliken charge in e.
Atoms and positions in Å:
Ca -0.34160 0.28678 -0.56509  0.987
C 3.91150 0.15598 -2.21248  -1.051
P 2.14954 0.19212 -2.70106  1.452
C 2.19874 -0.93301 -4.15985  -1.757
C 2.12534 1.82097 -3.58879  -1.006
C 0.81246 2.07973 -4.33601  -1.286
P -0.62274 1.91100 -3.19278  1.316
C -2.05610 2.17782 -4.30208  -1.550
C -0.56927 3.54231 -2.35148  -1.294
H 4.19677 -0.87495 -1.99426  0.361
H 4.00823 0.72941 -1.29027  -0.141
H 4.56276 0.54909 -2.99684  0.584
H 2.95628 -0.63075 -4.88781  0.425
H 1.22272 -0.96938 -4.64362  0.379
H 2.43206 -1.94163 -3.81225  0.409
H 2.97098 1.85423 -4.28288  0.599
H 2.29910 2.59681 -2.83656  0.100
H 0.68807 1.34668 -5.13840  0.388
H 0.81287 3.06965 -4.80214  0.579
H -2.00414 3.13897 -4.81752  0.443
H -2.95987 2.14366 -3.69215  0.367
H -2.10861 1.37717 -5.04139  0.378
H -0.50532 4.37013 -3.06212  0.474
H 0.28523 3.58682 -1.67380  0.092
H -1.47602 3.64553 -1.75396  0.363
C -2.70077 1.21152 3.73789  -0.798
C -2.34139 2.55229 3.08003  -0.609
C -1.50179 2.33118 1.90990  -0.006
N -0.80383 2.13177 1.02351  -0.080
H -3.32803 1.39236 4.60890  0.387
H -1.79850 0.68623 4.04873  0.350
H -3.25418 0.58313 3.04403  -0.023
H -1.78433 3.19458 3.76406  0.356
H -3.23872 3.08652 2.76577  0.331
C -0.66543 -3.27834 -2.25847  -0.518
S -1.12833 -1.78389 -3.16540  0.140
C -2.87971 -1.72819 -2.71918  -0.495
H -1.14377 -4.15288 -2.69940  0.422
H -0.94809 -3.16341 -1.21165  -0.203
H 0.41682 -3.38216 -2.32881  0.261
H -2.97702 -1.78457 -1.63446  -0.222
H -3.42461 -2.54541 -3.18926  0.485
H -3.28074 -0.77965 -3.07079  0.225
C -3.15681 -4.46134 1.39548  -1.855
C -2.55117 -3.34238 2.25365  1.936
C -3.66261 -2.66714 3.06834  -1.500
C -1.50470 -3.93719 3.20674  -1.728
C -1.91079 -2.34676 1.37705  -0.453
C -1.38496 -1.51175 0.65304  -0.312
H -3.60727 -5.23031 2.02996  0.443
H -2.38562 -4.92667 0.77882  0.339
H -3.92749 -4.05987 0.73558  0.345
H -4.15338 -3.39316 3.72344  0.435
H -4.41236 -2.22764 2.40858  0.286
H -3.24815 -1.86896 3.68617  0.165
H -1.96287 -4.69464 3.84960  0.421
H -1.07385 -3.15721 3.83615  0.322
H -0.69308 -4.39833 2.64183  0.327
N -2.70590 1.14341 -0.94411  -0.097
C -3.74905 0.74767 -0.62291  -0.177
C -5.01033 0.30492 -0.23505  0.409
C -5.77521 -0.49356 -1.11799  0.064
N -6.38299 -1.14179 -1.85646  -0.602
C -5.47699 0.66363 1.05044  0.077
N -5.83239 0.99378 2.10017  -0.631
C 2.43403 3.81246 0.41661  -0.909
Si 2.97251 2.33919 1.48853  -0.036
C 2.38466 2.82094 3.23415  -0.870
C 4.86274 2.41209 1.57187  -1.220
C 2.36047 0.78133 0.83055  2.858
Si 2.88891 -0.87545 1.32468  0.106
C 4.77105 -1.08060 1.24411  -1.033
C 2.15098 -2.23870 0.22412  -0.226
C 2.41018 -1.42456 3.07740  -1.038
H 2.82213 4.76285 0.79640  0.414
H 1.34239 3.88331 0.39057  0.108
H 2.78964 3.68629 -0.61128  0.224
H 2.72367 3.81520 3.54205  0.312
H 2.74412 2.09419 3.96864  0.281
H 1.29021 2.81140 3.27067  0.047
H 5.20079 3.43961 1.73661  0.321
H 5.31501 2.05067 0.64420  0.318
H 5.25052 1.80012 2.38978  0.269
H 1.27355 0.87326 0.85612  -2.388
H 5.17412 -0.78071 0.27395  0.236
H 5.04459 -2.12627 1.41417  0.351
H 5.26761 -0.47903 2.00907  0.292
H 2.19457 -1.98345 -0.83990  -0.319
H 1.10341 -2.42147 0.48576  -0.135
H 2.69377 -3.17988 0.36132  0.524
H 2.84649 -0.75461 3.82478  0.255
H 2.72850 -2.44639 3.30822  0.345
H 1.32079 -1.38264 3.17849  0.088

Computed properties:
**Electronic energy**: -3656.5242 a.u.
**LUMO level**: 2.377 eV
**Energy relative to the best compared isomer or geometry (same formula, charge and spin)**: 0.6522 eV
**Strongest force on any atom**: 0.0136 Eh/bohr
**Spin multiplicity**: 1
**Net charge**: -1
**HOMO level**: -4.0 eV

***

Here is one molecule with the formula C29H50O2 from OMol25. Energies are from ωB97M-V/def2-TZVPD.

Last column: Mulliken charge in e.
Atoms and positions in Å:
C 1.62696 3.60243 -0.00105  -2.438
C 2.45130 2.33995 0.02272  2.059
C 1.99677 1.17889 0.63884  0.935
C 0.66681 1.12998 1.33776  -1.699
C 2.80226 0.03207 0.62631  -0.105
C 4.07257 0.06283 0.05842  1.052
C 4.52162 1.21916 -0.57552  -0.357
C 5.87223 1.26695 -1.22601  -1.518
C 3.70251 2.34416 -0.59997  0.906
O 4.17118 3.46316 -1.24297  -0.718
C 4.96224 -1.14589 0.14242  -1.385
C 4.44353 -2.13100 1.18460  -1.442
C 2.92874 -2.33306 1.05026  1.765
C 2.41917 -3.19189 2.21336  -2.038
C 2.57998 -3.01338 -0.30376  -1.576
C 1.43332 -2.37594 -1.09108  -0.578
C 0.07671 -2.52026 -0.40615  -0.452
C -1.11072 -2.15752 -1.30721  0.534
C -0.98893 -0.73035 -1.83640  -1.644
C -2.41438 -2.33317 -0.51597  -0.533
C -3.66002 -2.38995 -1.39821  -0.497
C -4.96146 -2.47517 -0.59733  -1.378
C -5.32029 -1.20116 0.18046  1.444
C -6.42364 -1.51087 1.19120  -1.796
C -5.75713 -0.07243 -0.76246  -0.867
C -5.60480 1.33112 -0.17224  -0.943
C -4.14370 1.73840 0.02295  -0.194
C -3.95128 3.24145 0.25207  0.672
C -2.45997 3.56893 0.31389  -1.611
C -4.63812 3.71200 1.53192  -1.700
O 2.27335 -1.08276 1.21822  -0.662
H 0.70846 3.48418 0.56074  0.276
H 2.17979 4.43388 0.44134  0.502
H 1.35557 3.86901 -1.02508  0.429
H 0.63963 1.84550 2.15934  0.509
H 0.50760 0.13734 1.74563  0.289
H -0.14588 1.36261 0.65107  -0.166
H 5.98925 2.20587 -1.75730  0.388
H 5.99159 0.44360 -1.92858  0.333
H 6.66232 1.19128 -0.47886  0.318
H 3.50210 4.15386 -1.19020  0.307
H 5.97399 -0.83642 0.41336  0.589
H 5.03052 -1.62114 -0.84152  0.308
H 4.95244 -3.09166 1.09414  0.333
H 4.64174 -1.73039 2.18180  0.432
H 2.61879 -2.68994 3.15724  0.415
H 2.91584 -4.15821 2.21504  0.448
H 1.34711 -3.33952 2.12305  0.389
H 2.33201 -4.05785 -0.10461  0.495
H 3.46214 -3.01022 -0.94513  0.329
H 1.39014 -2.86595 -2.06810  0.648
H 1.65711 -1.32190 -1.25679  0.071
H -0.04317 -3.55854 -0.08358  0.375
H 0.05610 -1.88776 0.48152  -0.040
H -1.12271 -2.84741 -2.15977  0.386
H -1.87075 -0.45272 -2.40845  0.547
H -0.12576 -0.62785 -2.48811  0.459
H -0.88053 -0.03359 -1.00912  0.079
H -2.49628 -1.50747 0.19218  0.000
H -2.36077 -3.25883 0.06285  0.520
H -3.59087 -3.27046 -2.04233  0.387
H -3.69100 -1.51702 -2.05016  0.166
H -5.78318 -2.70794 -1.27977  0.383
H -4.87762 -3.30462 0.10929  0.398
H -4.43725 -0.87664 0.73452  -0.234
H -7.30396 -1.90195 0.68432  0.371
H -6.71240 -0.61571 1.73654  0.394
H -6.08656 -2.25282 1.91208  0.442
H -5.17307 -0.11565 -1.68317  0.371
H -6.80331 -0.23219 -1.03612  0.399
H -6.13635 1.38789 0.77823  0.223
H -6.07603 2.04188 -0.85653  0.321
H -3.71655 1.20098 0.87189  0.283
H -3.57913 1.45048 -0.86770  0.086
H -4.38942 3.78000 -0.59643  0.422
H -2.00305 3.06874 1.16577  0.280
H -1.95547 3.24131 -0.59300  0.387
H -2.30590 4.64036 0.42338  0.508
H -5.71536 3.58605 1.46682  0.434
H -4.27386 3.14580 2.38695  0.315
H -4.43100 4.76585 1.70612  0.462

Computed properties:
**SMILES**: Cc1c(C)c2c(c(C)c1O)CC[C@](C)(CCC[C@H](C)CCC[C@H](C)CCCC(C)C)O2
**Electronic energy**: -1285.5365 a.u.
**LUMO level**: 0.710 eV
**Energy relative to the best compared isomer or geometry (same formula, charge and spin)**: 0.2631 eV
**Strongest force on any atom**: 0.0166 Eh/bohr
**Spin multiplicity**: 1
**Net charge**: 0
**HOMO level**: -7.5 eV

***

Here is a 2-piece molecular cluster, C3H4NP overall at a distorted geometry from OMol25. Energies are from ωB97M-V/def2-TZVPD.

Last column: Mulliken spin population.
Atoms and positions in Å:
C -1.01543 0.10315 -0.17628  0.602
C -0.16399 1.12071 -0.11177  0.629
C 0.65404 -1.24344 -0.00200  0.657
N -0.62125 -1.18214 -0.11038  0.092
P 1.50549 0.38381 -0.09849  0.078
H -2.86946 0.39765 -0.66526  -0.234
H -0.37760 2.16888 -0.17757  0.037
H 1.15432 -2.19703 0.06176  0.033
H 1.73387 0.44841 1.27998  0.106

Computed properties:
**Electronic energy**: -512.5182 a.u.
**LUMO level (alpha / beta)**: -0.343 / -2.992 eV
**Energy relative to the best compared isomer or geometry (same formula, charge and spin)**: 4.6891 eV
**Strongest force on any atom**: 0.1921 Eh/bohr
**Spin multiplicity**: 3
**Net charge**: 0
**HOMO level (alpha / beta)**: -6.3 / -9.8 eV

***

Look up the net charge of the first one.
-1